{"formula": "C2H8NO3", "method": "ωB97M-V/def2-TZVPD", "total_charge": 1, "gap_ev": 11.727, "e_tot_ha": -361.25219, "lumo_energy_ha": -0.1385, "species": ["O", "C", "O", "C", "N", "H", "H", "H", "H", "H", "H", "H", "H", "O"], "coordinates": [[0.013, -1.002, -0.719], [0.069, 0.075, -0.198], [1.106, 0.890, -0.110], [-1.192, 0.857, 0.162], [-2.320, -0.151, 0.143], [1.951, 0.378, -0.017], [-1.432, 1.595, -0.602], [-1.150, 1.424, 1.090], [-2.676, -0.307, 1.091], [-1.942, -1.044, -0.209], [-3.120, 0.140, -0.419], [3.405, -1.522, -0.567], [3.889, -0.721, 0.593], [3.400, -0.612, -0.238]], "atomic_forces_ev_per_a": [[-0.166, -0.746, 0.660], [0.453, 1.931, -1.157], [-0.244, -0.636, 1.006], [-0.742, -0.203, -0.284], [-0.271, 0.343, 0.879], [0.263, -0.178, -0.754], [0.389, -0.086, -0.205], [0.032, -0.448, 0.180], [0.048, -0.099, -0.149], [0.199, -0.005, -0.250], [0.150, -0.033, -0.115], [-0.263, 0.193, -0.342], [-0.007, 0.372, -0.177], [0.158, -0.404, 0.706]]}

=====

{"formula": "C46H110N4O29", "method": "ωB97M-V/def2-TZVPD", "gap_ev": 9.239, "smiles": "C[N+](=O)[O-].C[N+](=O)[O-].C[N+](=O)[O-].C[N+](=O)[O-].COCCOCCOC.COCCOCCOC.COCCOCCOC.COCCOCCOC.COCCOCCOC.COCCOCCOC.COCCOCCOC", "e_tot_ha": -4218.72779, "lumo_energy_ha": 0.0088, "species": ["C", "O", "C", "C", "O", "C", "C", "O", "C", "H", "H", "H", "H", "H", "H", "H", "H", "H", "H", "H", "H", "H", "H", "C", "O", "C", "C", "O", "C", "C", "O", "C", "H", "H", "H", "H", "H", "H", "H", "H", "H", "H", "H", "H", "H", "H", "C", "O", "C", "C", "O", "C", "C", "O", "C", "H", "H", "H", "H", "H", "H", "H", "H", "H", "H", "H", "H", "H", "H", "C", "O", "C", "C", "O", "C", "C", "O", "C", "H", "H", "H", "H", "H", "H", "H", "H", "H", "H", "H", "H", "H", "H", "C", "O", "C", "C", "O", "C", "C", "O", "C", "H", "H", "H", "H", "H", "H", "H", "H", "H", "H", "H", "H", "H", "H", "C", "O", "C", "C", "O", "C", "C", "O", "C", "H", "H", "H", "H", "H", "H", "H", "H", "H", "H", "H", "H", "H", "H", "C", "O", "C", "C", "O", "C", "C", "O", "C", "H", "H", "H", "H", "H", "H", "H", "H", "H", "H", "H", "H", "H", "H", "C", "N", "O", "O", "H", "H", "H", "C", "N", "O", "O", "H", "H", "H", "C", "N", "O", "O", "H", "H", "H", "C", "N", "O", "O", "H", "H", "H"], "coordinates": [[3.444, 9.705, -3.569], [4.195, 8.541, -3.211], [3.828, 7.384, -3.932], [4.695, 6.290, -3.386], [3.966, 5.474, -2.520], [3.562, 6.050, -1.316], [3.042, 4.982, -0.371], [4.054, 4.070, -0.016], [3.792, 3.404, 1.254], [3.657, 10.438, -2.739], [2.413, 9.470, -3.637], [3.797, 10.063, -4.536], [3.971, 7.646, -5.001], [2.734, 7.234, -3.814], [5.460, 6.816, -2.782], [5.182, 5.646, -4.115], [2.668, 6.676, -1.311], [4.297, 6.643, -0.709], [2.111, 4.409, -0.826], [2.708, 5.476, 0.596], [2.907, 2.794, 1.255], [3.566, 4.145, 2.049], [4.614, 2.787, 1.672], [-7.657, 5.596, 3.011], [-6.327, 5.136, 2.760], [-6.374, 3.666, 2.563], [-5.209, 3.081, 3.399], [-3.996, 3.519, 2.756], [-2.799, 3.229, 3.498], [-1.584, 3.850, 2.847], [-1.453, 3.302, 1.533], [-0.417, 3.876, 0.773], [-8.361, 5.136, 2.351], [-7.558, 6.651, 2.838], [-7.962, 5.389, 4.046], [-6.300, 3.438, 1.520], [-7.332, 3.285, 2.895], [-5.225, 1.962, 3.505], [-5.086, 3.523, 4.396], [-2.656, 2.126, 3.620], [-2.824, 3.617, 4.507], [-0.759, 3.679, 3.547], [-1.724, 4.965, 2.873], [-0.628, 3.512, -0.200], [0.573, 3.667, 1.172], [-0.534, 4.962, 0.805], [-2.011, -2.432, 6.761], [-0.975, -1.574, 7.389], [0.200, -2.244, 7.801], [0.706, -3.291, 6.770], [1.085, -2.619, 5.614], [1.315, -3.453, 4.478], [1.994, -2.619, 3.405], [3.148, -2.043, 3.950], [3.928, -1.335, 2.986], [-1.891, -3.365, 7.241], [-1.874, -2.558, 5.629], [-2.986, -2.014, 7.015], [0.121, -2.617, 8.811], [0.891, -1.417, 7.946], [-0.159, -3.947, 6.612], [1.531, -3.891, 7.176], [0.320, -3.766, 4.156], [2.015, -4.272, 4.631], [1.383, -1.790, 3.008], [2.094, -3.261, 2.559], [4.815, -0.931, 3.469], [3.348, -0.577, 2.456], [4.310, -1.999, 2.204], [2.069, -1.326, -3.494], [2.298, -2.053, -2.297], [2.330, -3.510, -2.436], [2.806, -4.104, -1.082], [4.099, -3.879, -0.654], [4.376, -4.728, 0.380], [5.734, -4.432, 0.957], [6.168, -5.584, 1.713], [5.553, -5.850, 2.929], [1.205, -1.756, -4.043], [2.895, -1.280, -4.205], [1.872, -0.308, -3.287], [3.020, -3.767, -3.249], [1.238, -3.778, -2.629], [2.693, -5.215, -1.124], [2.085, -3.802, -0.323], [4.458, -5.817, -0.012], [3.604, -4.614, 1.208], [5.608, -3.585, 1.611], [6.439, -4.287, 0.166], [5.610, -4.930, 3.519], [6.184, -6.623, 3.401], [4.474, -6.185, 2.869], [-4.265, 4.391, -0.213], [-4.803, 3.136, -0.017], [-3.813, 2.125, -0.238], [-4.560, 0.773, -0.174], [-3.810, -0.343, -0.483], [-3.605, -0.595, -1.861], [-3.381, -2.002, -2.205], [-2.001, -2.315, -1.754], [-1.700, -3.714, -1.831], [-5.026, 5.089, 0.119], [-3.928, 4.707, -1.239], [-3.369, 4.473, 0.397], [-3.013, 2.058, 0.539], [-3.277, 2.304, -1.183], [-5.410, 0.862, -0.836], [-4.886, 0.603, 0.834], [-2.789, 0.157, -2.191], [-4.458, -0.333, -2.428], [-3.341, -2.106, -3.314], [-4.126, -2.642, -1.711], [-1.913, -4.123, -2.778], [-2.329, -4.243, -1.069], [-0.634, -3.833, -1.648], [-1.063, -0.390, -5.319], [-1.378, -1.766, -5.100], [-1.991, -2.330, -6.246], [-2.026, -3.852, -6.005], [-2.957, -4.054, -5.043], [-3.246, -5.372, -4.675], [-4.276, -6.107, -5.549], [-5.578, -5.630, -5.416], [-6.496, -6.418, -6.198], [-0.431, -0.014, -4.462], [-1.927, 0.309, -5.340], [-0.486, -0.334, -6.258], [-1.395, -2.194, -7.178], [-2.990, -2.112, -6.466], [-1.056, -4.219, -5.592], [-2.403, -4.343, -7.007], [-3.664, -5.389, -3.609], [-2.289, -5.876, -4.732], [-4.221, -7.173, -5.305], [-3.906, -5.964, -6.556], [-7.487, -5.935, -6.052], [-6.559, -7.480, -5.922], [-6.234, -6.228, -7.197], [1.560, 0.513, 4.646], [0.486, 0.327, 3.748], [-0.768, 0.088, 4.347], [-1.873, -0.421, 3.367], [-1.513, -1.663, 2.872], [-2.605, -2.302, 2.301], [-2.032, -3.607, 1.773], [-1.597, -4.540, 2.789], [-2.660, -5.189, 3.423], [1.318, 1.255, 5.431], [2.356, 0.817, 3.993], [1.941, -0.420, 5.139], [-1.168, 1.007, 4.904], [-0.579, -0.655, 5.163], [-2.053, 0.255, 2.539], [-2.812, -0.527, 3.957], [-3.036, -1.811, 1.348], [-3.404, -2.419, 3.048], [-1.227, -3.432, 1.044], [-2.822, -4.116, 1.189], [-3.523, -5.343, 2.717], [-3.066, -4.716, 4.350], [-2.347, -6.242, 3.713], [1.553, 3.473, -4.192], [0.172, 3.797, -3.729], [-0.767, 3.355, -4.394], [0.090, 4.454, -2.745], [1.663, 4.116, -5.015], [1.524, 2.407, -4.508], [2.138, 3.496, -3.280], [5.451, -0.752, -1.332], [5.303, -0.364, 0.111], [6.113, -0.817, 0.941], [4.424, 0.461, 0.368], [6.509, -0.581, -1.515], [4.740, -0.263, -1.947], [5.206, -1.798, -1.437], [-0.317, 0.353, 0.072], [0.227, 1.152, -1.082], [1.368, 1.596, -1.064], [-0.449, 1.177, -2.055], [-0.494, -0.659, -0.323], [-1.235, 0.831, 0.322], [0.369, 0.302, 0.912], [5.614, 2.809, -1.843], [5.756, 2.288, -3.254], [4.738, 2.163, -3.922], [6.858, 2.001, -3.627], [6.496, 2.463, -1.374], [4.691, 2.413, -1.424], [5.585, 3.831, -1.992]], "atomic_forces_ev_per_a": [[1.898, -0.002, 1.133], [-0.329, 0.750, 0.490], [-0.439, 1.567, -1.160], [0.342, 0.472, 0.644], [-0.235, -0.775, 0.528], [-0.706, -0.143, 2.295], [-1.565, -1.116, 0.499], [0.256, -0.981, 1.581], [0.102, 1.047, 0.583], [-0.406, -0.553, -1.113], [-1.226, -0.087, 0.072], [-0.029, 0.310, -0.062], [0.156, -0.633, 0.142], [0.461, -0.493, 0.102], [0.063, -0.242, -0.481], [-0.206, 0.013, -0.159], [-0.052, 0.591, -1.110], [0.189, -0.504, -1.140], [1.683, 1.079, 0.742], [0.042, -0.156, -1.151], [-0.467, -0.563, -0.645], [0.298, 0.129, -0.439], [-0.111, 0.475, -1.073], [1.424, 0.198, 0.501], [-0.914, -2.048, -0.265], [1.079, 1.250, 1.797], [1.028, 0.216, -0.651], [0.716, -0.534, 0.277], [-0.578, -0.823, -0.553], [-1.044, 0.446, -0.119], [0.262, 0.258, 1.688], [-0.604, 0.803, 1.059], [-0.565, -0.110, -0.617], [-0.594, 0.586, 0.056], [0.038, 0.081, -0.067], [0.444, -0.122, -0.518], [-0.195, -0.133, 0.443], [-0.139, 0.739, -0.289], [-1.050, -0.131, 0.152], [-0.173, 0.642, -0.339], [-0.386, 0.359, 0.532], [0.481, -0.424, -0.436], [0.061, -0.727, -0.640], [0.527, -0.152, -1.165], [0.204, -0.456, -0.164], [0.046, 0.206, -0.326], [1.432, 1.433, -0.362], [-1.616, -0.598, -1.175], [0.658, 0.377, -0.842], [-0.553, 0.575, 1.163], [0.479, -0.050, -0.239], [-0.324, 1.342, -0.218], [-1.442, 1.406, 0.533], [1.166, -0.288, -0.522], [-0.186, -0.696, -0.040], [-0.443, -1.353, 0.324], [-0.067, 0.367, 1.510], [0.193, 0.126, -0.177], [-0.472, -0.919, 0.342], [0.525, -0.024, -0.435], [0.360, -0.323, -0.331], [-0.041, 0.057, 0.099], [0.220, -0.526, -0.425], [-0.150, -0.378, 0.734], [-0.356, -0.250, 0.407], [0.954, -0.821, -0.885], [-0.254, 0.224, 0.170], [-0.048, 0.239, 0.275], [-0.135, -0.263, 0.038], [-0.584, -1.525, -0.777], [0.638, -0.458, 0.084], [-0.288, 1.658, 0.756], [-1.973, -1.196, -1.047], [0.340, 1.638, -1.283], [0.199, -2.209, 1.032], [-0.764, -1.354, 1.285], [0.476, 0.347, -1.673], [-0.436, 0.142, 0.549], [0.225, 0.240, 0.245], [0.517, -0.533, 0.120], [-0.437, 1.002, 0.777], [-0.312, -0.203, -0.039], [1.558, -0.364, 0.054], [-0.249, 0.468, -0.411], [-0.121, 0.362, 0.279], [-0.624, 1.357, 0.714], [0.575, -0.483, -0.934], [0.596, 0.626, 0.258], [0.571, 0.242, -0.275], [-0.280, -0.096, 0.456], [-0.565, 0.266, -0.055], [1.030, 0.208, -0.065], [0.736, 1.594, -0.069], [0.699, -1.748, -0.924], [0.115, -0.911, 0.539], [0.078, 1.296, -0.547], [0.666, -1.541, -0.068], [1.499, 2.701, 0.015], [2.871, -0.743, -0.063], [-1.013, -0.680, -0.185], [-0.685, 1.023, 1.645], [0.108, 0.313, 0.110], [-0.621, -0.897, 0.328], [0.056, 0.374, 0.342], [-0.733, 0.711, -0.223], [-0.362, -0.153, -0.106], [-0.629, -0.094, -0.200], [-0.423, 0.202, 0.615], [-0.849, -1.663, 0.034], [-1.479, 0.687, -0.513], [-0.486, -0.141, 0.703], [0.221, -0.066, -0.200], [-0.339, -0.346, -1.371], [0.687, 0.062, -0.459], [-0.063, -0.013, 0.334], [0.778, 0.556, 0.849], [-0.724, 0.917, -0.646], [2.593, -2.498, -0.090], [0.361, 0.019, -2.103], [-2.526, 0.382, 1.793], [-1.162, -0.285, 1.203], [1.176, 0.306, 0.192], [-0.540, -0.531, 0.389], [-0.768, 1.525, 1.591], [-0.597, -0.648, -0.887], [0.158, -0.691, -0.223], [-0.182, 0.353, 0.260], [-0.098, 0.367, 0.577], [-1.673, 1.247, 0.119], [-0.184, 0.044, -0.990], [1.260, 0.579, 1.508], [0.811, 0.261, -1.298], [0.141, -0.887, 0.264], [0.047, -0.105, 0.019], [-0.135, -0.221, -0.829], [0.548, -0.488, 0.068], [0.331, 0.248, -0.051], [0.289, -0.441, -1.702], [0.098, -0.660, 0.701], [-0.780, 0.110, -0.708], [-0.554, -0.107, 1.418], [1.025, 0.714, 1.618], [0.308, 0.087, -0.017], [0.153, -0.728, -1.947], [-1.059, -1.130, 0.068], [0.069, 0.774, -0.542], [-1.019, -1.743, 0.223], [0.155, -0.059, -0.410], [0.537, 0.633, 0.030], [-0.847, 0.595, -0.360], [0.514, -0.776, -0.831], [-0.566, 0.258, -0.656], [-0.060, 0.504, -0.194], [0.330, 0.295, -0.121], [0.575, -0.066, 1.447], [-0.027, -0.192, -0.173], [0.062, 0.105, 0.692], [0.098, 0.124, 0.130], [0.600, 0.256, 0.532], [0.469, 0.097, -0.637], [-0.070, 1.292, -0.269], [-1.184, -2.503, 1.161], [-0.427, -1.877, -1.860], [0.604, 0.601, 0.591], [-0.650, 1.208, 1.623], [1.058, 0.891, -0.831], [-0.030, 0.841, -0.098], [0.650, 0.737, -0.474], [0.790, -0.818, 1.003], [0.016, 0.626, 0.882], [-1.437, 0.635, -1.626], [0.974, -1.079, -0.039], [-0.151, 0.046, -0.489], [-0.379, 1.063, -0.293], [0.194, -0.495, 0.376], [0.703, -0.477, -0.295], [2.143, -1.065, 1.054], [-0.298, 0.082, 0.709], [-1.725, 0.409, -1.720], [-0.111, 0.445, -0.011], [-0.738, 0.191, 0.318], [0.144, 0.358, -0.095], [-0.471, -2.201, -1.300], [-1.408, -0.304, 0.573], [0.274, 0.168, 0.123], [1.000, -0.169, -0.532], [0.727, -0.077, 0.787], [0.187, 0.198, -0.138], [-0.209, 2.109, 0.224]]}

=====

{"formula": "C3H10N2O", "method": "ωB97M-V/def2-TZVPD", "total_charge": 1, "gap_ev": [9.814, 6.781], "multiplicity": 2, "e_tot_ha": -304.70405, "lumo_energy_ha": [-0.1824, -0.2938], "species": ["C", "C", "N", "C", "N", "H", "H", "H", "H", "H", "H", "H", "H", "H", "H", "O"], "coordinates": [[0.908, 1.916, 0.948], [0.602, 0.416, 1.045], [-2.600, -0.637, -0.114], [-1.300, -0.764, 0.217], [-0.386, 0.118, -0.004], [-0.049, 2.441, 0.995], [1.467, 2.321, 1.786], [1.367, 2.148, -0.007], [1.542, -0.104, 0.834], [0.134, 0.200, 2.002], [-2.909, 0.339, -0.208], [-3.276, -1.022, 0.555], [-1.044, -1.735, 0.632], [1.661, -1.090, -1.153], [1.900, -0.803, -2.666], [2.306, -1.046, -1.832]], "atomic_forces_ev_per_a": [[-0.878, 0.420, -0.121], [-0.326, 1.150, -0.080], [0.043, 1.748, 1.525], [-1.665, -0.577, -0.284], [0.782, -0.325, 0.210], [0.031, 0.118, -0.124], [0.370, -0.453, -0.005], [0.223, 0.060, 0.022], [-0.228, -0.425, 0.022], [0.534, -0.334, 0.166], [0.360, -0.230, -0.785], [0.417, -0.985, -0.613], [0.335, -0.143, 0.145], [-1.067, -0.068, 0.440], [-0.293, 0.017, 0.052], [1.362, 0.029, -0.570]]}